Model 1:
This record from the OMol25 dataset describes 8 unconnected molecules or ions with the total composition C32H64O16S8. The level of theory is ωB97M-V/def2-TZVPD.

Frontier orbital gap (Eh): 0.376
E_HOMO (eV): -9.94

Geometry as ORCA input:
```
! wB97M-V def2-TZVPD RIJCOSX def2/J DEFGRID3
* xyz 0 1
H -8.91584 18.64458 -15.23634
O -11.52171 7.29244 -13.85981
C -9.85521 7.94485 -11.86459
H -5.19692 15.48599 -13.12203
O -15.69027 15.67880 -11.96457
H -9.48910 9.82764 -10.75495
O -5.57103 20.95203 -13.88600
H -4.99952 20.76718 -11.46684
O -14.50366 13.70728 -10.33105
C -5.73926 19.12524 -10.40894
O -7.75318 21.07783 -12.65799
S -9.27053 15.58854 -12.49581
C -10.58691 13.80088 -3.33352
H -12.94704 16.21661 -10.20703
C -9.83187 13.40365 -11.14509
H -14.25460 10.72548 -13.25198
H -13.38484 7.98428 -11.35206
S -1.66209 16.42028 -13.02195
H -8.11419 20.76610 -10.28772
H -9.15737 13.40575 -13.27762
H -4.27026 20.72688 -9.93364
C -7.42920 19.86448 -16.19504
H -14.36702 18.35121 -9.06875
H -13.02838 18.78519 -10.14131
H -14.07276 18.58351 -12.93305
C -15.24496 11.07391 -12.96035
C -13.90181 16.73022 -10.29362
H -7.72881 18.39893 -13.14919
O -12.93665 12.05901 -11.29442
H -6.16363 18.45231 -13.95492
C -3.41825 16.75940 -12.65267
H -7.45719 21.99963 -15.62606
H -10.85141 13.91560 -12.97416
C -15.83190 10.39667 -11.72813
O -8.20112 18.32772 -9.78438
C -9.07007 13.64874 -3.48508
H -7.91848 12.28424 -4.86632
C -11.57640 9.19441 -10.70779
H -9.68544 16.76423 -10.39732
O -1.34378 17.02409 -14.27661
C -7.47970 20.78134 -9.39917
H -9.07290 11.57577 -3.91741
C -3.32400 14.52530 -13.68110
H -15.73579 18.11650 -13.04252
H -5.01812 18.31857 -10.34500
C -8.91164 12.50658 -4.46793
C -4.16184 15.44984 -12.78083
S -14.29446 12.49970 -11.06866
S -6.96294 20.59610 -13.77044
H -11.99588 10.18003 -10.52070
H -1.93787 14.29969 -12.10619
H -16.89294 10.63908 -11.65810
C -9.83555 13.88108 -12.57316
H -16.15946 12.93658 -12.32872
O -6.58892 18.67703 -7.92007
H -8.61299 13.40416 -2.52529
C -12.45418 8.43002 -11.69003
H -5.71718 22.00262 -8.95174
C -10.21860 9.32530 -11.39073
C -7.83070 18.61518 -15.37272
H -8.87201 21.04512 -15.07184
C -11.14032 13.94407 -4.74683
H -1.10472 14.13430 -13.61151
O -7.83836 15.47232 -12.30117
H -3.44262 14.77891 -14.73813
C -14.88360 18.12205 -12.36510
S -10.09783 12.84378 -5.74625
H -7.59667 17.66668 -15.84716
O -10.80265 11.62939 -6.04478
H -3.43738 17.22749 -11.67272
S -14.45933 16.42294 -11.98626
H -3.67054 17.50537 -13.40776
H -10.80069 14.59849 -2.62140
H -15.13238 19.84212 -10.99656
O -11.51443 5.90779 -11.80761
C -1.92155 14.67266 -13.13318
H -11.55492 8.63645 -9.76783
C -7.80634 21.02350 -15.29455
H -6.39643 18.97001 -11.27075
H -9.07621 7.83440 -12.61973
H -10.56498 12.61285 -10.97536
H -7.91630 19.88713 -17.16602
C -13.96491 18.23947 -10.07896
H -11.07073 14.96185 -5.11796
H -14.69654 13.18998 -13.35131
S -7.08692 19.03940 -9.20804
C -10.08828 15.90113 -10.92617
H -8.91785 12.85861 -10.89380
H -14.57764 10.44461 -9.87686
H -14.61485 16.19033 -9.67459
H -15.88572 10.97672 -13.83928
H -10.31274 10.02016 -12.23395
C -15.22980 11.08339 -10.46743
H -11.12425 14.37511 -9.75331
H -6.46972 22.31426 -10.52512
H -11.04630 16.26861 -11.31612
O -9.79057 16.36471 -13.58887
H -12.12216 13.49116 -4.86897
S -11.37360 7.19706 -12.43742
C -7.19846 18.80648 -14.00674
H -6.34248 19.78414 -16.28544
H -11.04791 12.91882 -2.88041
O -9.54976 13.62494 -6.81513
H -15.70932 9.31761 -11.71212
H -4.24112 14.94288 -11.81394
C -6.24010 21.54726 -9.79081
C -15.17697 12.55470 -12.61354
H -3.56145 13.45916 -13.67202
H -8.10316 21.04971 -8.54762
C -15.09082 18.75470 -10.99921
O -0.84999 16.71712 -11.86719
H -9.48133 7.32546 -11.04539
H -15.99273 11.52564 -9.82838
H -9.46922 14.53915 -9.34282
H -8.59777 14.57052 -3.82903
H -12.66187 9.10550 -12.52421
C -10.14806 14.58868 -10.19296
H -16.05239 18.38929 -10.62899
O -13.36181 15.98065 -12.81233
C -5.22572 20.53824 -10.42390
*
```


Model 2:
This record from the OMol25 dataset describes 8 unconnected molecules or ions with the total composition C32H64O16S8. The level of theory is ωB97M-V/def2-TZVPD.

Frontier orbital gap (Eh): 0.346
E_HOMO (eV): -9.38

Geometry as ORCA input:
```
! wB97M-V def2-TZVPD RIJCOSX def2/J DEFGRID3
* xyz 0 1
H -16.82555 -7.51188 3.73555
H -14.18893 -11.85926 5.52655
C -14.80383 -12.75607 5.55522
O -14.85226 -13.95400 -0.52390
H -10.57142 -16.61747 10.14181
H -20.72711 -9.03807 5.82809
H -17.72863 -14.05667 13.42725
H -18.84762 -14.34034 12.12447
C -15.03644 -17.82929 9.76233
H -17.89758 -12.63165 2.76720
H -16.84842 -11.95132 5.41274
H -14.96748 -13.09550 4.53196
S -15.90409 -18.99859 8.73075
C -14.54643 -8.90152 2.18342
C -16.81173 -14.23206 11.48333
C -15.25253 -14.58952 7.25390
H -12.57540 -11.52691 -1.04893
H -18.35507 -14.28127 3.15922
C -11.38950 -13.69030 9.89533
H -13.02509 -8.04191 3.29407
C -21.04414 -11.55144 8.36080
C -21.19724 -9.97568 6.10963
C -19.96910 -13.06370 2.68079
H -13.69745 -20.82456 10.34398
O -17.80332 -13.90572 7.73865
S -20.70390 -12.78220 1.05669
O -14.54200 -13.26027 12.65923
H -12.85086 -15.01506 1.79221
H -14.16951 -9.56994 1.41459
C -18.15295 -12.31990 12.14758
C -18.28875 -13.77129 0.96273
H -20.97118 -12.63292 8.43158
C -11.91901 -12.87319 1.84492
H -14.65000 -8.35017 5.50303
C -15.79730 -20.27432 10.04464
H -11.60141 -12.79880 10.47985
H -18.95719 -11.91580 12.75819
C -19.07684 -12.72120 0.19535
O -18.74915 -10.40704 7.26631
H -20.08501 -12.03721 3.02565
H -14.05336 -11.60298 -0.19049
O -15.03052 -12.47168 10.34250
H -23.14983 -10.92409 8.69329
H -14.49182 -20.33180 11.76858
O -21.27193 -11.42814 1.00918
S -19.94651 -11.14768 6.88732
H -14.03032 -18.05831 11.54710
H -13.21456 -11.35911 1.90669
H -14.52278 -17.03321 9.22253
O -11.71506 -14.41855 12.48448
H -18.38023 -12.13008 11.09337
H -15.14654 -14.08184 8.21373
H -10.08795 -14.54585 8.43896
H -16.92085 -8.95204 4.86237
H -8.44340 -15.48669 9.85001
H -15.07266 -15.65837 7.21287
O -12.92400 -15.80037 10.86273
S -16.91917 -14.07828 6.61082
H -11.64582 -10.86498 1.18700
C -17.92533 -13.81108 12.37946
O -15.17015 -19.50382 7.56376
O -17.23872 -14.80973 5.40126
C -12.44838 -11.59823 1.16577
H -15.92502 -21.24512 9.56472
H -16.61935 -10.73617 12.00413
O -17.06771 -9.07104 1.56400
H -11.11141 -13.35830 1.28672
H -18.77023 -14.75575 0.90158
H -17.23955 -13.89280 0.70712
H -8.81776 -14.38240 11.19793
H -21.95275 -8.87001 7.83504
H -21.67503 -10.56754 5.33497
H -15.69700 -17.24995 10.40757
H -19.23925 -12.86699 -0.86902
C -14.16466 -13.89001 6.38509
O -16.03362 -10.89991 2.98022
H -16.70018 -20.13626 10.63890
O -17.26280 -18.55955 8.56916
H -20.67971 -10.97049 9.20473
H -11.69920 -12.84770 2.90816
S -15.53595 -12.90154 11.66380
H -10.00378 -16.61713 11.79179
S -11.75386 -14.97843 11.15435
H -13.81453 -14.70877 5.75614
H -14.73705 -7.00982 4.40553
C -9.97032 -14.03791 9.39665
H -13.43549 -9.63772 3.92839
C -22.23203 -9.71546 7.20905
O -19.96236 -12.29854 5.97999
C -13.03831 -12.01282 -0.19436
C -9.23780 -14.95346 10.36888
C -22.39496 -11.05303 7.90852
H -17.27514 -14.28903 10.49297
S -16.17476 -9.52111 2.59743
O -21.45926 -13.90542 0.57198
O -12.37323 -14.50400 -0.94332
C -13.85155 -8.71295 3.52965
H -18.56815 -11.76991 0.36169
S -13.42540 -13.81444 -0.21048
H -20.55693 -13.80070 3.22078
H -16.28122 -11.90476 7.03884
H -16.38642 -15.22002 11.64634
C -16.19078 -12.47212 6.10879
H -16.63596 -11.74919 13.49734
C -14.90521 -8.08486 4.47835
H -13.92719 -13.65433 2.13093
H -14.74230 -7.93474 1.71737
C -16.36951 -8.43183 4.08566
C -18.52841 -13.46984 2.45382
H -13.35165 -13.47847 6.97924
H -13.09029 -18.43402 10.14264
H -23.21252 -9.52315 6.76816
H -12.19410 -13.91758 9.19779
C -13.02249 -13.95997 1.59643
C -14.05025 -18.63296 10.62316
C -10.24165 -15.96455 10.96039
H -22.91368 -11.79868 7.30002
H -9.36938 -13.14435 9.23624
C -16.80374 -11.72409 12.41982
C -14.42130 -20.09723 10.70199
*
```


model 1 wins, 2.372 eV ahead of the next structure.